[1]
Formula: C18H13O5PPt
Source: OMol25
Level of theory: ωB97M-V with the def2-TZVPD basis set

ORCA input file:
```
! wB97M-V def2-TZVPD RIJCOSX def2/J DEFGRID3
* xyz 2 3
O 5.52 -0.41 0.26
C 4.45 0.01 0.31
Pt 2.42 0.29 0.30
O 2.74 0.11 -2.84
C 2.45 0.25 -1.73
C 2.28 0.18 2.31
O 2.36 -0.03 3.44
C 2.61 2.29 0.36
O 2.35 3.41 0.29
C 2.23 -1.73 0.13
O 1.82 -2.80 0.06
C -0.99 1.88 1.21
P -0.19 0.48 0.34
C -0.92 -0.94 1.22
C -1.40 -2.11 0.61
C -1.74 -3.22 1.40
C -1.64 -3.15 2.79
C -1.29 -1.95 3.41
C -0.96 -0.84 2.63
C -0.71 0.83 -1.38
C -0.60 2.18 -1.79
C -0.83 2.53 -3.12
C -1.19 1.55 -4.04
C -1.38 0.22 -3.63
C -1.16 -0.13 -2.29
H -0.74 1.86 2.28
H -2.06 1.80 1.07
H -0.62 2.84 0.83
H -1.51 -2.13 -0.48
H -2.05 -4.15 0.90
H -1.88 -4.03 3.39
H -1.24 -1.88 4.50
H -0.73 0.10 3.14
H -0.33 2.96 -1.07
H -0.69 3.57 -3.43
H -1.37 1.82 -5.08
H -1.68 -0.55 -4.34
H -1.33 -1.16 -1.94
*
```

The expectation value of S² is 2.02. The relative energy (zero: lowest compared OMol25 entry of this formula, charge and spin) is 19.3 kcal per mole. The calculation puts the HOMO energy (alpha / beta) at -14.39 / -15.58 eV. The LUMO energy (alpha / beta) is -7.6 / -8.3 eV. For the calculated total energy, the calculation gives -1529.87992 Ha. As for the maximum force: 6.9 eV Å⁻¹.

***

[2]
Formula: C18H14BF4LaN7O2
Source: OMol25
Level of theory: ωB97M-V with the def2-TZVPD basis set

ORCA input file:
```
! wB97M-V def2-TZVPD RIJCOSX def2/J DEFGRID3
* xyz 1 1
La -0.40 0.30 -0.28
O 3.54 -3.73 4.52
C 3.63 -2.49 4.43
O 4.35 -1.67 5.03
C 2.70 -1.87 3.39
C 1.83 -2.66 2.64
C 1.01 -2.07 1.70
N 1.03 -0.73 1.48
C 1.87 0.05 2.21
C 2.70 -0.50 3.17
C 1.83 1.52 1.94
C 2.69 2.41 2.57
C 2.59 3.76 2.28
C 1.63 4.22 1.38
C 0.81 3.28 0.80
N 0.90 1.97 1.07
C 0.04 -2.86 0.87
C -0.02 -4.25 0.94
C -0.94 -4.92 0.16
C -1.80 -4.21 -0.68
C -1.68 -2.83 -0.69
N -0.78 -2.18 0.06
H 1.86 -3.71 2.86
H 3.38 0.07 3.79
H 3.43 2.06 3.26
H 3.26 4.46 2.76
H 1.53 5.26 1.14
H 0.04 3.58 0.09
H 0.64 -4.79 1.59
H -1.00 -6.00 0.20
H -2.53 -4.70 -1.30
H -2.33 -2.22 -1.32
F -0.21 1.07 -4.27
B 0.47 0.80 -3.12
F -0.08 -0.43 -2.51
F 0.11 1.81 -2.10
F 1.80 0.70 -3.20
N -2.92 1.97 -4.52
C -4.00 2.28 -3.82
N -5.05 2.85 -4.41
N -4.15 2.07 -2.50
C -3.27 1.49 -1.78
N -2.60 0.98 -0.97
H -2.87 2.16 -5.51
H -2.09 1.58 -4.10
H -5.07 3.06 -5.39
H -5.86 3.06 -3.85
*
```

The relative energy (zero: lowest compared OMol25 entry of this formula, charge and spin) is 0.0 kcal per mole. The calculation puts the HOMO energy at -10.02 eV. The LUMO energy is -4.0 eV. For the calculated total energy, the calculation gives -1684.22003 Ha. As for the maximum force: 1.2 eV Å⁻¹.

***

- What is the maximum force in the second record?
  1.2 eV Å⁻¹